(1)
Molecular formula: C27H33MnN7S
Method: DFT, ωB97M-V/def2-TZVPD

For the total energy, the calculation gives -81108.74997 eV. The multiplicity is 6. For the energy above the lowest of the compared OMol25 structures with the same formula, charge and spin, the calculation gives 3.061 eV. The total charge is +2. Its HOMO energy (alpha / beta) is -13.690 / -13.883 eV. The molar mass is 542.62 g/mol.

```
69
C27H33MnN7S, DFT ωB97M-V/def2-TZVPD
Mn -13.08714 -9.18236 -3.79151
C -14.06981 -8.74476 -0.92355
N -12.79760 -8.56299 -1.67380
C -11.66498 -9.37846 -1.27974
C -10.59612 -9.41973 -2.34924
N -11.02587 -8.69721 -3.49342
C -10.21205 -8.36044 -4.46347
C -10.51448 -7.15269 -5.19755
C -9.71012 -6.64428 -6.16447
C -8.55259 -7.34336 -6.59762
C -8.21120 -8.54957 -6.07283
C -9.04738 -9.18609 -4.98129
N -9.46200 -9.94770 -2.16617
C -15.18206 -8.52561 -1.91194
N -14.92706 -8.36321 -3.22014
C -16.18856 -8.22427 -3.76088
C -16.49177 -8.00336 -5.10022
C -17.84248 -7.85720 -5.39843
C -18.84110 -7.77561 -4.36788
C -18.50443 -8.07569 -3.05061
C -17.16113 -8.21336 -2.78110
N -16.45694 -8.43004 -1.58677
H -14.22036 -8.03493 -0.09034
H -14.11217 -9.73721 -0.46269
H -12.54167 -7.59265 -1.55214
H -12.03869 -10.37628 -1.09297
H -11.25727 -8.99329 -0.38586
H -11.40320 -6.52806 -4.86289
H -9.91387 -5.75227 -6.68155
H -7.91330 -6.79202 -7.31852
H -7.37136 -9.06794 -6.45709
H -9.29775 -10.22304 -1.21117
H -15.71339 -8.00022 -5.90824
H -18.15084 -7.63533 -6.41342
H -19.88519 -7.48173 -4.56315
H -19.22280 -8.07282 -2.22808
H -16.87473 -8.33691 -0.67273
C -12.13985 -8.33568 -9.35301
C -12.15377 -9.24247 -8.13007
C -11.00026 -9.50915 -7.39096
C -11.01992 -10.30176 -6.23393
C -9.70911 -10.55941 -5.53466
C -12.24589 -10.81943 -5.72815
C -13.39826 -10.64221 -6.53956
C -14.72193 -11.35503 -6.25467
C -13.31625 -9.86084 -7.69747
H -13.09707 -8.14956 -9.76958
H -11.61374 -8.88533 -10.16005
H -11.62783 -7.44651 -9.09299
H -10.03458 -9.26967 -7.86632
H -8.97332 -11.06361 -6.14024
H -9.83632 -11.03228 -4.56281
H -8.27642 -9.53507 -4.23992
H -12.20357 -11.50223 -4.90851
H -15.31245 -11.55371 -7.17933
H -15.38238 -10.72677 -5.62383
H -14.51514 -12.26810 -5.68180
H -14.19220 -9.88397 -8.41816
C -17.73547 -11.90320 -2.42624
N -16.36439 -11.47863 -2.71292
C -15.30902 -11.96224 -2.11954
N -15.43663 -12.70440 -1.02158
S -13.71771 -11.72414 -2.74340
H -18.44337 -11.21425 -2.93861
H -17.92033 -11.89651 -1.35313
H -17.84356 -12.88377 -2.79738
H -16.20062 -10.99902 -3.59293
H -16.31619 -13.01137 -0.65679
H -14.54965 -13.07414 -0.67017
```



(2)
Molecular formula: C27H33N10S5Ti
Method: DFT, ωB97M-V/def2-TZVPD

For the total energy, the calculation gives -120724.30081 eV. The multiplicity is 3. For the energy above the lowest of the compared OMol25 structures with the same formula, charge and spin, the calculation gives 0.607 eV. The total charge is +1. Its HOMO energy (alpha / beta) is -8.191 / -9.593 eV. The molar mass is 705.83 g/mol.

```
76
C27H33N10S5Ti, DFT ωB97M-V/def2-TZVPD
Ti -0.89796 -0.57147 0.98727
C -5.17086 2.51763 -0.13187
S -4.05681 3.15124 1.13732
C -2.88953 1.83562 1.32011
S -3.15162 0.28178 0.59278
N -1.88714 2.14227 2.06876
N -0.97742 1.11467 2.22210
C -0.00125 1.36026 3.09505
C 0.94617 0.32523 3.25963
C 2.05530 0.38283 4.12574
C 2.88357 -0.70195 4.23096
C 2.60938 -1.85561 3.47572
C 1.52196 -1.84334 2.63843
N 0.70499 -0.78783 2.50498
H -5.83346 3.34868 -0.36712
H -5.75482 1.68639 0.25407
H -4.61787 2.21736 -1.01942
H 0.03147 2.29473 3.64074
H 2.23073 1.28406 4.69774
H 3.73962 -0.67499 4.89174
H 3.23559 -2.73306 3.54325
H 1.27718 -2.71156 2.03344
N -1.67456 -1.35885 4.38829
C -1.72422 -2.40675 3.55214
N -1.72907 -2.28796 2.24623
C -1.78746 -3.52618 1.63219
C -1.77362 -4.59158 2.45931
S -1.74213 -4.05112 4.10259
C -1.93538 -3.47615 0.18067
C -2.40467 -4.41568 -0.66707
S -2.61443 -3.73678 -2.24243
C -2.03823 -2.21244 -1.65303
N -1.68207 -2.23829 -0.39486
N -1.88044 -1.12903 -2.46024
H -1.74617 -0.43256 3.99152
H -1.80385 -1.47534 5.37622
H -1.80855 -5.63921 2.21647
H -2.72081 -5.42126 -0.45091
H -2.46952 -1.09085 -3.27853
H -1.81071 -0.22417 -1.98719
C 1.48167 3.46105 -2.84409
N 0.52910 3.85398 -1.83071
C 0.76970 4.75739 -0.80771
C -0.35121 4.82559 -0.06505
N -1.25887 3.96706 -0.64346
C -0.73131 3.36213 -1.72869
S -1.49850 2.26838 -2.75809
H 2.19361 4.26973 -2.99217
H 0.94731 3.26580 -3.77103
H 2.01698 2.56307 -2.53168
H 1.70691 5.27564 -0.71701
H -0.58656 5.40768 0.80661
H -2.20594 3.80280 -0.31752
C 1.05606 -0.34863 -3.60594
N 1.30399 -1.76414 -3.19306
C 2.48634 -2.29932 -3.91404
C 1.40775 -1.97548 -1.66844
C 1.85166 -0.73637 -0.95692
C 3.19877 -0.37230 -1.02794
C 3.61795 0.85396 -0.54016
C 2.67003 1.71882 -0.00756
C 1.34404 1.32174 0.09353
C 0.87750 0.06318 -0.32924
H 0.80397 -0.34715 -4.66460
H 1.96729 0.21649 -3.43604
H 0.25555 0.08999 -3.02102
H 0.48900 -2.30110 -3.48578
H 3.35723 -1.72265 -3.61357
H 2.33047 -2.19349 -4.98509
H 2.62680 -3.34682 -3.65934
H 2.06931 -2.83319 -1.54377
H 0.40796 -2.23596 -1.34088
H 3.92920 -1.05897 -1.44568
H 4.66382 1.12962 -0.57383
H 2.97053 2.69423 0.35638
H 0.65061 2.01850 0.55079
```



(3)
Molecular formula: C27H33N2O2
Method: DFT, ωB97M-V/def2-TZVPD

For the total energy, the calculation gives -35601.58481 eV. The multiplicity is 1. For the energy above the lowest of the compared OMol25 structures with the same formula, charge and spin, the calculation gives 2.157 eV. The total charge is +1. Its HOMO energy is -10.227 eV. The molar mass is 417.57 g/mol.

```
64
C27H33N2O2, DFT ωB97M-V/def2-TZVPD
C -1.96770 6.21981 2.23579
O -1.97496 5.77748 0.85815
C -0.98719 4.95523 0.42038
C -1.05728 4.53239 -0.93603
C -0.11983 3.66086 -1.43195
C 0.91586 3.13745 -0.60079
C 1.79817 2.15583 -1.12243
C 2.36099 1.08397 -0.37304
C 3.44879 0.33599 -0.91707
C 4.01680 -0.71121 -0.23229
C 3.50144 -1.08897 1.01698
O 4.16333 -2.13492 1.63470
C 3.47402 -3.06859 2.42304
C 3.49319 -4.38550 1.95617
C 2.73122 -5.33982 2.62426
C 2.03632 -5.00207 3.78989
C 2.10393 -3.69886 4.28938
C 2.84742 -2.71848 3.62123
C 2.42025 -0.40157 1.58080
C 1.86853 0.67439 0.89988
C 1.00197 3.61853 0.73896
C 0.07702 4.50995 1.24604
H -2.79712 6.92535 2.27878
H -2.14571 5.37793 2.91844
H -1.02888 6.72320 2.50436
H -1.88636 4.88633 -1.54689
H -0.19696 3.29548 -2.45548
H 1.96560 2.15519 -2.20261
H 3.84443 0.61131 -1.89584
H 4.84259 -1.28485 -0.64765
H 4.06637 -4.61547 1.05787
H 2.69765 -6.35389 2.22537
H 1.44652 -5.75928 4.30997
H 1.58893 -3.42336 5.21018
H 2.92716 -1.69982 4.00247
H 2.00090 -0.71258 2.53447
H 1.03076 1.20377 1.34983
H 1.81578 3.27756 1.38377
H 0.14026 4.84964 2.28523
C 0.57251 4.16759 -5.03270
N 1.58034 5.16296 -5.28811
C 1.09779 6.25792 -6.09089
C 2.91123 4.68385 -5.62465
C 3.83435 4.67391 -4.40673
C 5.21445 4.04992 -4.64453
C 5.64002 3.57462 -3.23993
C 4.36371 3.59090 -2.38106
N 3.27669 3.94340 -3.28973
H 0.98476 3.38696 -4.38618
H -0.27504 4.65274 -4.52548
H 0.18472 3.69932 -5.95849
H 1.90739 6.98726 -6.20839
H 0.75821 5.94536 -7.09714
H 0.24460 6.73098 -5.58864
H 2.87881 3.66773 -6.06397
H 3.34997 5.39804 -6.33693
H 3.98099 5.74334 -4.11636
H 5.13459 3.18612 -5.31967
H 5.91203 4.77898 -5.07676
H 6.07215 2.56919 -3.27612
H 6.37219 4.25657 -2.79817
H 4.17245 2.61319 -1.92997
H 4.44230 4.31720 -1.55245
H 2.51592 4.45338 -2.83925
```



(4)
Molecular formula: C27H33N6O2S4SbTc
Method: DFT, ωB97M-V/def2-TZVPD

For the total energy, the calculation gives -93624.17182 eV. The multiplicity is 1. For the energy above the lowest of the compared OMol25 structures with the same formula, charge and spin, the calculation gives 0.000 eV. The total charge is +3. Its HOMO energy is -16.186 eV. The molar mass is 821.63 g/mol.

```
74
C27H33N6O2S4SbTc, DFT ωB97M-V/def2-TZVPD
Tc 0.50092 -0.11895 0.08935
C -3.52970 -1.58955 4.08963
C -3.24353 -1.66783 2.58295
C -2.19889 -2.69952 2.23283
C -2.55226 -4.04840 2.42563
C -1.70106 -5.08248 2.11685
C -0.45816 -4.78131 1.55184
C -0.04089 -3.43479 1.38132
C 1.40408 -3.18920 1.01774
C 2.26048 -3.00795 2.27560
C -0.91681 -2.39464 1.75543
N -0.44174 -1.05221 1.68711
C -0.58609 -0.27995 2.77965
C -0.27526 1.05197 2.65766
C -0.38471 2.20745 3.47455
C -0.02932 3.27052 2.68120
C 0.30917 2.75037 1.40261
N 0.17177 1.43300 1.38678
H -4.30193 -0.84768 4.28418
H -2.64578 -1.31672 4.66575
H -3.88419 -2.54522 4.47414
H -2.97289 -0.68487 2.19573
H -4.16912 -1.95600 2.07765
H -3.53363 -4.26944 2.82808
H -1.98890 -6.11195 2.28273
H 0.26871 -5.57207 1.39068
H 1.50414 -2.30794 0.36891
H 1.78963 -4.02941 0.43272
H 1.92256 -2.15141 2.86289
H 3.31033 -2.87264 2.01612
H 2.19492 -3.88725 2.91591
H -0.93937 -0.70348 3.71325
H -0.71061 2.23634 4.50202
H -0.00746 4.31169 2.95858
H 0.64858 3.29939 0.53398
O 3.50631 2.92849 -5.40877
C 4.21826 1.92891 -4.72709
C 3.35066 1.40500 -3.62002
C 3.78295 0.37365 -2.79050
C 2.97267 -0.05021 -1.76263
N 1.76027 0.46963 -1.52575
C 1.31412 1.42655 -2.36676
C 2.08172 1.92642 -3.39873
C -0.07362 1.82528 -2.09914
C -0.78602 2.76385 -2.81915
C -2.10536 3.04175 -2.47744
C -2.87917 4.07097 -3.25312
O -1.95380 5.02553 -3.71347
C -2.66354 2.35800 -1.39894
C -1.89640 1.44787 -0.70866
N -0.63219 1.16785 -1.06049
H 4.04167 3.28325 -6.12643
H 5.14569 2.31102 -4.28386
H 4.48967 1.09254 -5.38191
H 4.74975 -0.09111 -2.93318
H 3.30155 -0.83895 -1.09830
H 1.71518 2.70646 -4.04931
H -0.32400 3.31125 -3.62789
H -3.65499 4.50650 -2.61692
H -3.38071 3.55882 -4.08485
H -2.39726 5.66806 -4.27860
H -3.67604 2.55725 -1.07362
H -2.27271 0.94063 0.17186
S -1.90653 -1.42530 -2.77084
Sb -1.04057 -4.22984 -0.91389
S -3.32020 -1.60345 -1.34337
S -0.25433 -2.00588 -1.65764
S -3.34493 -3.67240 -1.10452
N 3.21388 1.19880 0.91190
N 2.36088 0.08863 1.24948
H 4.06756 1.13536 1.46077
H 2.72963 2.04436 1.19121
H 2.05097 0.14501 2.22270
H 2.93603 -0.74842 1.17585
```



(5)
Molecular formula: C27H34AgN7O4
Method: DFT, ωB97M-V/def2-TZVPD

For the total energy, the calculation gives -51168.47446 eV. The multiplicity is 1. Its HOMO energy is -7.417 eV. The molar mass is 628.48 g/mol.

```
73
C27H34AgN7O4, DFT ωB97M-V/def2-TZVPD
Ag 1.30953 -0.07930 -0.02550
C -0.24974 -5.06229 2.05902
N -0.33770 -3.61522 1.99845
C -0.98761 -2.96246 3.12669
C 0.32257 -2.87977 1.04308
N -0.09365 -1.74739 0.56160
C -1.48921 -1.47508 0.50446
C -2.27764 -2.40704 -0.11976
C -3.67968 -2.31773 -0.13009
C -4.28984 -1.29325 0.52344
C -3.52200 -0.27638 1.14345
C -4.20712 0.75839 1.83258
C -3.51177 1.74857 2.45018
C -2.11040 1.78914 2.33233
C -1.40111 0.84971 1.61955
N -0.02163 1.08034 1.43718
C 0.36182 2.27815 1.05159
N 1.58510 2.74981 1.44155
C 2.31674 2.01886 2.46546
C 2.46047 3.39922 0.45499
N -0.37849 3.11732 0.27317
C -1.37875 2.60454 -0.64622
C -0.35790 4.55997 0.43793
C -2.09330 -0.30013 1.08355
N 1.50242 -3.40741 0.59610
C 2.05591 -2.97302 -0.67671
C 2.49276 -3.87962 1.55742
H -1.25096 -5.47287 2.20430
H 0.38228 -5.41377 2.88074
H 0.15157 -5.45106 1.12748
H -1.68151 -3.67128 3.57630
H -1.55756 -2.08860 2.82867
H -0.26222 -2.66106 3.88943
H -1.78821 -3.25039 -0.59411
H -4.26376 -3.07628 -0.63642
H -5.37041 -1.22574 0.57226
H -5.28951 0.72639 1.86845
H -4.02724 2.52115 3.00769
H -1.55909 2.61289 2.77227
H 1.65268 1.72269 3.27277
H 3.09382 2.67692 2.85250
H 2.79963 1.12579 2.06086
H 1.91018 3.61670 -0.45553
H 3.27514 2.72308 0.19066
H 2.86722 4.32888 0.85592
H -1.21688 1.54650 -0.84268
H -1.29358 3.14334 -1.59230
H -2.39234 2.73175 -0.25566
H 0.26625 4.83475 1.28266
H -1.37651 4.91128 0.62830
H 0.01502 5.06612 -0.45592
H 1.25691 -2.77696 -1.38712
H 2.68420 -3.77594 -1.06811
H 2.67765 -2.07812 -0.59181
H 2.06123 -3.93426 2.55292
H 3.33742 -3.18516 1.58929
H 2.87122 -4.86675 1.28303
O 4.50371 1.44772 -2.51693
C 3.39914 1.03111 -2.18656
O 3.09864 0.57390 -1.02762
C 2.30349 1.09360 -3.25646
C 2.63074 1.60958 -4.50923
C 1.67931 1.70044 -5.51648
C 0.37796 1.27629 -5.28948
C 0.07092 0.76817 -4.04401
C 1.00420 0.66652 -3.03242
N -1.31922 0.31886 -3.78322
O -1.55702 -0.18048 -2.69826
O -2.12762 0.41326 -4.68493
H 3.65061 1.93694 -4.66161
H 1.94783 2.10448 -6.48412
H -0.38768 1.33686 -6.04831
H 0.73252 0.26481 -2.07269
```



(6)
Molecular formula: C27H34AsInN10O3S
Method: DFT, ωB97M-V/def2-TZVPD

For the total energy, the calculation gives -126428.87744 eV. The multiplicity is 1. For the energy above the lowest of the compared OMol25 structures with the same formula, charge and spin, the calculation gives 1.513 eV. The total charge is +2. Its HOMO energy is -12.338 eV. The molar mass is 768.44 g/mol.

```
77
C27H34AsInN10O3S, DFT ωB97M-V/def2-TZVPD
In -0.48096 -0.12769 1.41495
C -1.48500 -1.53441 5.54419
C -1.06796 -0.70267 4.33971
N -0.87409 -1.25985 3.08848
N -0.99142 -2.67522 2.98001
C -0.56926 -3.34903 1.85329
N -0.52240 -4.66663 2.02215
S -0.14014 -2.42250 0.45032
C -1.11166 0.74019 4.37290
C -1.36185 1.50019 5.57343
C -1.75980 2.82768 5.46802
C -1.64149 3.44249 4.22126
C -1.12824 2.73835 3.14996
N -0.79834 1.41448 3.20389
H -1.13023 -2.54800 5.54825
H -2.57180 -1.57507 5.64158
H -1.11224 -0.96578 6.40527
H -0.88896 -3.21977 3.79357
H -0.59989 -4.98835 3.02031
H -0.44497 -5.35383 1.24634
H -1.29585 1.00926 6.51837
H -2.25363 3.37375 6.28802
H -2.01989 4.44053 4.06037
H -1.01938 3.20773 2.12697
N 3.46462 -1.94270 -1.01835
C 3.11164 -1.41017 -2.18674
N 3.96696 -0.55391 -2.70368
C 3.76596 -0.19240 -3.94183
N 4.85472 0.23050 -4.66690
N 2.56505 -0.39381 -4.54729
C 1.78706 -1.31025 -4.00155
N 2.00816 -1.87659 -2.79278
C 0.56200 -1.71896 -4.72038
C 0.15606 -1.26826 -5.95063
C -0.91513 -1.92266 -6.61477
C -1.65440 -2.79263 -5.82847
C -1.32564 -3.04011 -4.46082
N -0.28516 -2.48281 -3.91557
H 4.29394 -1.51380 -0.56484
H 2.95577 -2.77055 -0.64657
H 5.77288 0.14918 -4.20576
H 4.78616 0.37230 -5.69213
H 0.78385 -0.46790 -6.47518
H -1.13441 -1.74431 -7.66779
H -2.58457 -3.21574 -6.24024
H -1.93977 -3.76086 -3.88373
C 4.02123 0.43422 2.27261
C 2.68646 0.60094 1.54475
O 1.66085 0.10419 2.05305
C 2.60061 1.53384 0.39794
C 3.72896 2.21175 -0.01864
C 3.86225 2.93459 -1.20308
C 2.74054 2.98104 -2.01677
C 1.50929 2.37251 -1.67342
C 1.36859 1.68088 -0.42843
O 0.17949 1.18700 -0.06335
H 3.95838 -0.39169 3.05944
H 4.30053 1.40967 2.73141
H 4.83700 0.23104 1.54859
H 4.56772 2.23686 0.66695
H 4.82703 3.36429 -1.50392
H 2.80389 3.62537 -2.94469
H 0.61252 2.50684 -2.25047
C -4.33202 2.88228 0.28900
As -3.81059 0.99595 0.20520
C -2.90362 0.55215 -1.47596
C -5.44978 -0.08332 0.44060
O -2.52676 0.75629 1.31869
H -5.33967 3.04462 -0.13867
H -3.50969 3.49893 -0.12415
H -4.37868 3.04633 1.36901
H -2.46601 1.53411 -1.75435
H -3.69888 0.25361 -2.20595
H -2.16038 -0.24780 -1.28643
H -6.31661 0.08952 -0.26126
H -5.93593 0.10137 1.42735
H -5.16306 -1.12681 0.41937
```